(1)
{"formula": "C41H42N5OPbSSb", "method": "ωB97M-V with the def2-TZVPD basis set", "total_charge": 2, "e_tot_ha": -2767.316170, "relative_energy_kcal_mol": 25.59, "largest_force_ev_per_a": 0.54, "spin_multiplicity": 1, "homo_ev": -12.858, "elements": ["Pb", "C", "C", "C", "C", "N", "C", "N", "C", "N", "C", "N", "C", "C", "C", "C", "C", "N", "C", "C", "C", "C", "C", "C", "H", "H", "H", "H", "H", "H", "H", "H", "H", "H", "H", "H", "C", "C", "C", "C", "C", "C", "C", "C", "C", "C", "H", "H", "H", "H", "H", "H", "H", "H", "H", "H", "H", "H", "H", "H", "C", "Sb", "C", "C", "H", "H", "H", "H", "H", "H", "H", "H", "H", "C", "C", "O", "S", "C", "C", "C", "C", "C", "C", "C", "C", "H", "H", "H", "H", "H", "H", "H"], "coordinates": [[-0.449, -0.271, 0.121], [-3.214, 3.399, -0.524], [-2.622, 4.480, 0.143], [-1.327, 4.363, 0.586], [-0.620, 3.158, 0.398], [-1.223, 2.106, -0.185], [-2.481, 2.251, -0.653], [0.715, 3.159, 0.736], [1.477, 2.168, 1.029], [1.174, 0.817, 1.215], [2.326, 0.174, 1.706], [2.500, -1.016, 2.131], [1.587, -2.058, 2.207], [1.956, -3.153, 3.002], [1.160, -4.276, 3.053], [-0.014, -4.308, 2.300], [-0.331, -3.195, 1.567], [0.431, -2.085, 1.520], [3.430, 1.158, 1.722], [4.756, 1.018, 2.076], [5.561, 2.149, 1.984], [5.040, 3.374, 1.567], [3.697, 3.505, 1.231], [2.913, 2.372, 1.311], [-4.218, 3.462, -0.929], [-3.174, 5.400, 0.294], [-0.806, 5.177, 1.077], [-2.896, 1.382, -1.166], [2.884, -3.077, 3.551], [1.448, -5.134, 3.650], [-0.651, -5.184, 2.276], [-1.237, -3.176, 0.966], [5.149, 0.065, 2.411], [6.612, 2.080, 2.240], [5.694, 4.235, 1.505], [3.280, 4.457, 0.921], [3.418, 2.182, -3.654], [2.306, 2.297, -2.598], [1.806, 3.738, -2.517], [1.217, 1.289, -2.925], [1.391, -0.035, -2.667], [0.470, -1.068, -3.190], [-0.870, -0.596, -3.613], [-1.941, -1.586, -3.880], [-1.029, 0.749, -3.827], [-0.005, 1.656, -3.535], [4.226, 2.880, -3.423], [3.031, 2.430, -4.648], [3.843, 1.175, -3.689], [2.730, 2.018, -1.629], [1.558, 4.130, -3.509], [2.596, 4.371, -2.110], [0.938, 3.839, -1.863], [2.318, -0.396, -2.224], [0.947, -1.278, -4.188], [-2.820, -1.117, -4.320], [-2.220, -2.088, -2.949], [-1.582, -2.374, -4.551], [-1.967, 1.119, -4.225], [-0.171, 2.704, -3.771], [-4.724, -0.204, 0.510], [-3.048, -0.520, 1.800], [-3.755, 0.580, 3.480], [-3.598, -2.485, 2.423], [-5.591, -0.661, 0.992], [-4.568, -0.671, -0.465], [-4.902, 0.864, 0.381], [-4.790, 0.290, 3.660], [-3.698, 1.648, 3.265], [-3.145, 0.352, 4.354], [-4.589, -2.417, 2.875], [-2.884, -2.868, 3.153], [-3.637, -3.156, 1.562], [1.655, -9.620, 3.259], [1.422, -8.348, 2.493], [1.717, -7.241, 2.854], [0.546, -8.664, 0.925], [0.577, -7.078, 0.160], [1.715, -6.275, 0.137], [1.695, -5.066, -0.532], [0.547, -4.646, -1.199], [-0.594, -5.451, -1.178], [-0.579, -6.659, -0.503], [0.525, -3.391, -1.896], [0.501, -2.343, -2.477], [2.500, -9.486, 3.931], [1.826, -10.460, 2.589], [0.767, -9.837, 3.857], [2.618, -6.598, 0.633], [2.580, -4.439, -0.540], [-1.497, -5.124, -1.686], [-1.465, -7.286, -0.477]], "forces_ev_per_angstrom": [[0.1858, -0.2221, -0.4253], [-0.1246, 0.1674, 0.0226], [-0.0066, -0.0584, 0.0070], [0.1459, 0.0339, 0.0962], [-0.0414, -0.1288, -0.0410], [0.0711, 0.2894, 0.0348], [0.1920, -0.2704, -0.0328], [-0.0256, 0.0338, -0.0895], [-0.2863, -0.0972, 0.1009], [0.0126, 0.1220, 0.0446], [-0.2222, 0.0339, 0.0019], [-0.0339, -0.2219, 0.0228], [-0.0560, 0.0166, -0.1103], [0.0543, 0.0904, -0.0056], [0.0468, 0.0174, 0.1699], [-0.0185, -0.0670, 0.0993], [-0.0573, 0.1869, -0.1063], [0.0745, 0.0211, 0.0860], [-0.1685, -0.0075, -0.0653], [0.1809, -0.1110, 0.0807], [0.0340, -0.0013, -0.0129], [0.0175, 0.0128, -0.0318], [0.0199, 0.1804, -0.0445], [-0.0876, -0.0885, -0.0303], [0.1126, -0.0059, 0.0522], [0.0599, -0.0430, -0.0295], [-0.0797, -0.0587, -0.0671], [0.0392, 0.0574, 0.1043], [-0.0175, -0.0520, -0.0255], [-0.0183, 0.1534, -0.0983], [0.0601, 0.0939, 0.0229], [0.0600, 0.0222, 0.0014], [-0.0444, 0.0798, -0.0322], [-0.0702, 0.0052, 0.0017], [-0.0371, -0.0442, 0.0301], [0.0157, -0.0837, 0.0385], [0.0407, -0.0356, 0.0409], [0.0141, 0.1072, -0.2034], [-0.0095, -0.0360, 0.0027], [0.0192, 0.3337, 0.1287], [0.3403, -0.2830, -0.3061], [-0.0315, -0.2871, 0.3196], [0.0786, -0.0760, -0.1187], [-0.0631, -0.0169, -0.1410], [-0.0714, 0.1986, -0.0200], [-0.0458, -0.0332, 0.0069], [-0.0814, -0.0591, -0.0250], [0.0422, -0.0254, 0.0772], [-0.0347, 0.0841, -0.0155], [-0.0537, -0.0445, 0.0469], [0.0141, -0.0286, 0.0921], [-0.0521, -0.0319, -0.0413], [0.0126, 0.0158, -0.0008], [-0.1242, 0.0532, 0.0037], [-0.0807, 0.1854, 0.0129], [0.0605, -0.0256, 0.0359], [0.0491, 0.0131, -0.0128], [-0.0012, 0.0506, 0.0711], [0.0742, -0.0041, 0.0225], [0.0108, -0.0986, 0.0566], [0.0255, 0.0111, -0.0285], [-0.4148, -0.0327, 0.2485], [0.1795, 0.0653, -0.0335], [0.0887, 0.0088, 0.0588], [0.0630, 0.0565, -0.0760], [-0.0240, 0.0488, 0.0994], [0.0143, -0.1040, 0.0112], [0.0449, 0.0102, -0.0109], [-0.0166, -0.0777, 0.0441], [-0.0534, 0.0318, -0.0481], [0.0905, -0.0286, -0.0430], [-0.0824, 0.0145, -0.0718], [-0.0011, 0.0524, 0.0809], [-0.0108, 0.0914, 0.0382], [-0.3044, -0.0032, -0.2386], [0.0425, -0.3208, -0.0029], [0.3541, -0.0471, 0.2818], [-0.1642, 0.1534, -0.0871], [0.0133, -0.0515, -0.0659], [0.1870, 0.0675, 0.0014], [-0.1343, 0.0244, -0.0427], [-0.0978, -0.0177, -0.0517], [-0.0015, 0.0396, 0.0921], [0.0328, -0.4101, 0.2459], [-0.0800, 0.3760, -0.1211], [-0.0014, 0.0110, -0.0140], [0.0113, 0.0090, 0.0047], [0.0054, 0.0342, -0.0251], [-0.0015, 0.0146, -0.0060], [-0.0452, -0.0617, -0.0250], [0.1062, -0.0648, 0.0111], [0.0800, 0.0866, -0.0294]], "mulliken_charge": [0.87, -1.05, -0.56, -0.83, -0.12, 0.82, -0.55, -0.29, -0.07, -0.34, -0.07, -0.50, 0.30, -0.70, -0.34, -1.27, -0.68, 0.41, 0.09, -0.03, -0.67, -0.78, -0.05, 0.25, 0.52, 0.46, 0.58, 0.70, 0.57, 0.51, 0.57, 0.80, 0.57, 0.44, 0.45, 0.59, -1.60, 1.09, -1.89, 0.49, -1.00, 1.85, 0.35, -1.77, -0.99, -0.06, 0.45, 0.39, 0.39, -0.17, 0.51, 0.37, 0.44, 0.50, 0.72, 0.45, 0.28, 0.40, 0.51, 0.45, -1.28, 0.66, -1.24, -1.33, 0.49, 0.35, 0.33, 0.39, 0.38, 0.40, 0.52, 0.37, 0.42, -1.25, 0.78, -0.48, -0.25, 0.30, -0.53, -0.48, 0.59, -0.52, -0.89, 0.05, -1.54, 0.34, 0.41, 0.32, 0.50, 0.50, 0.50, 0.44]}

=====

(2)
{"formula": "C41H42P2SSn", "method": "ωB97M-V with the def2-TZVPD basis set", "e_tot_ha": -2882.588805, "relative_energy_kcal_mol": 11.07, "largest_force_ev_per_a": 2.47, "spin_multiplicity": 1, "homo_ev": -7.485, "elements": ["Sn", "C", "C", "C", "C", "C", "C", "C", "C", "C", "H", "H", "H", "H", "H", "H", "H", "H", "H", "H", "H", "H", "H", "H", "H", "P", "P", "C", "C", "C", "C", "C", "C", "C", "C", "C", "C", "C", "C", "C", "C", "C", "C", "C", "C", "C", "C", "C", "C", "C", "C", "C", "C", "H", "H", "H", "H", "H", "H", "H", "H", "H", "H", "H", "H", "H", "H", "H", "H", "H", "H", "H", "H", "H", "H", "S", "C", "C", "C", "C", "C", "C", "H", "H", "H", "H", "H"], "coordinates": [[-2.757, -4.213, 0.014], [0.740, -6.317, 0.781], [0.950, -5.054, 1.149], [1.925, -4.088, 0.551], [1.452, -3.188, -0.635], [0.664, -3.833, -1.726], [0.839, -5.089, -2.161], [1.812, -6.080, -1.618], [1.410, -6.960, -0.393], [-3.278, -3.808, -2.118], [0.028, -6.939, 1.339], [0.323, -4.621, 1.946], [2.868, -4.583, 0.261], [2.195, -3.379, 1.365], [0.881, -2.346, -0.215], [2.368, -2.740, -1.072], [-0.168, -3.220, -2.141], [0.172, -5.465, -2.947], [2.776, -5.623, -1.387], [1.967, -6.795, -2.439], [0.762, -7.781, -0.742], [2.343, -7.425, -0.031], [-4.174, -4.421, -2.304], [-2.586, -3.977, -2.948], [-3.588, -2.760, -2.128], [-0.201, 4.414, 1.994], [-0.338, 4.895, -1.380], [1.250, 4.751, 0.940], [1.195, 4.897, -0.418], [0.210, 5.392, 3.503], [1.511, 5.764, 3.893], [1.725, 6.478, 5.076], [0.653, 6.828, 5.891], [-0.646, 6.485, 5.513], [-0.875, 5.790, 4.325], [0.184, 2.689, 2.521], [0.088, 1.688, 1.528], [0.418, 0.365, 1.830], [0.867, 0.042, 3.119], [0.958, 1.027, 4.108], [0.606, 2.347, 3.813], [-0.078, 6.526, -2.298], [-0.167, 7.719, -1.541], [0.119, 8.954, -2.129], [0.502, 9.028, -3.465], [0.583, 7.868, -4.218], [0.285, 6.624, -3.654], [0.092, 3.676, -2.686], [-0.995, 3.121, -3.403], [-0.762, 2.238, -4.454], [0.551, 1.895, -4.800], [1.632, 2.433, -4.090], [1.398, 3.313, -3.029], [2.197, 4.877, 1.463], [2.092, 5.183, -0.972], [2.374, 5.481, 3.282], [2.747, 6.741, 5.356], [0.827, 7.364, 6.819], [-1.493, 6.747, 6.149], [-1.894, 5.527, 4.023], [-0.220, 1.966, 0.519], [0.336, -0.405, 1.059], [1.158, -0.986, 3.346], [1.316, 0.775, 5.114], [0.689, 3.121, 4.578], [-0.426, 7.661, -0.479], [0.052, 9.850, -1.526], [0.748, 9.987, -3.905], [0.893, 7.910, -5.263], [0.375, 5.715, -4.266], [-2.010, 3.417, -3.137], [-1.609, 1.822, -5.009], [0.731, 1.204, -5.625], [2.656, 2.173, -4.364], [2.244, 3.737, -2.485], [-2.037, -6.538, -1.167], [-2.475, -7.975, -0.255], [-3.536, -7.705, 0.608], [-3.906, -8.601, 1.604], [-3.263, -9.842, 1.716], [-2.263, -10.182, 0.789], [-1.876, -9.276, -0.206], [-3.989, -6.717, 0.545], [-4.695, -8.318, 2.295], [-3.555, -10.529, 2.521], [-1.793, -11.164, 0.885], [-1.083, -9.557, -0.901]], "forces_ev_per_angstrom": [[0.6125, -1.7128, -1.6761], [-0.0874, 0.5105, -0.0254], [-0.8800, 0.1672, 0.2538], [0.7743, 0.7228, 0.1174], [0.5057, 0.2555, 0.5089], [-0.7157, -0.5023, -0.3017], [-0.9931, 0.7330, 0.2056], [0.3431, -0.7567, -0.1710], [0.0307, -0.4594, -0.2049], [-0.3346, 0.5364, 0.5705], [0.2046, 0.3226, -0.2627], [0.3452, -0.3847, -0.1414], [-0.4908, 0.1294, 0.2670], [0.0556, -0.3881, -0.4705], [0.0778, -0.1865, -0.1656], [-0.3878, -0.0227, 0.2149], [0.7575, -0.4829, 0.0153], [0.2320, 0.2203, 0.3459], [-0.0788, 0.0604, -0.2811], [0.3346, 0.1103, 0.2753], [0.2287, 0.2776, 0.1245], [-0.2244, -0.0725, -0.1905], [0.2273, 0.0815, 0.1041], [0.1386, -0.1484, 0.4264], [-0.0482, 0.0665, -0.2689], [-0.4612, 0.0765, 0.0779], [-0.4627, 0.4041, -0.4947], [0.0168, 0.2175, -1.5034], [0.3470, 0.3673, 1.7480], [-0.0323, 0.3507, 0.4887], [-0.2809, -0.0786, 0.0773], [0.0780, -0.1489, -0.2522], [-0.1095, -0.1364, -0.2090], [-0.0479, -0.1149, -0.1118], [0.5830, -0.2491, -0.2884], [0.4335, -0.2835, -0.1427], [0.1380, 0.0434, 0.5820], [0.0359, 0.3424, 0.2353], [-0.0268, 0.0379, -0.0366], [-0.0858, -0.0832, -0.1485], [0.0142, -0.1166, -0.2617], [0.4004, 0.1004, 0.1600], [0.1275, -0.3894, -0.4192], [-0.1076, -0.5040, 0.2218], [-0.0532, -0.0503, 0.2130], [-0.0610, -0.3845, -0.2485], [0.0103, -0.2195, 0.3276], [-0.4023, -0.1718, -0.4019], [0.6746, 0.2266, 0.1645], [0.1052, -0.0318, -0.0487], [0.0408, 0.1072, 0.1357], [-0.3279, -0.0577, 0.0236], [-0.0958, -0.0540, -0.2098], [0.0473, -0.1345, -0.3872], [0.0459, -0.1481, 0.3292], [-0.3523, 0.1355, 0.3395], [-0.3379, -0.0381, -0.0334], [-0.0294, -0.0307, -0.0924], [0.2462, -0.0088, -0.1687], [0.3685, 0.1082, 0.1221], [0.0006, -0.0984, 0.1715], [0.0783, 0.2437, 0.2823], [-0.1239, 0.3110, -0.0412], [-0.1752, 0.0611, -0.4683], [-0.0249, -0.2652, -0.2109], [0.0294, 0.0606, -0.3469], [0.0121, 0.0468, -0.0222], [-0.0339, -0.0520, -0.0042], [-0.1051, 0.0324, 0.2677], [-0.0601, 0.4809, 0.3190], [0.2091, -0.1273, -0.0428], [0.3696, 0.1297, 0.1935], [-0.0457, 0.2104, 0.2451], [-0.3266, 0.0397, 0.0763], [-0.2435, -0.1852, -0.2092], [0.2992, 0.4416, -0.5594], [-0.1655, -0.2911, 0.7478], [-0.0131, -0.6463, 0.9327], [0.1476, -0.3639, -0.0809], [-0.0755, 0.2798, -0.1648], [-0.5224, 0.3162, 0.2243], [-0.1541, 0.8989, 0.0955], [-0.2007, -0.3993, 0.1033], [0.0685, -0.1312, -0.0143], [0.2060, 0.2490, -0.4564], [-0.0312, 0.3733, -0.2496], [-0.1848, 0.2246, 0.1549]], "mulliken_charge": [0.58, -0.40, -0.42, -0.88, 0.20, -0.44, -0.41, -0.91, -0.30, -1.37, 0.44, 0.49, 0.43, 0.47, -0.45, 0.28, 0.56, 0.38, 0.38, 0.40, -0.04, 0.31, 0.40, 0.33, 0.43, -0.02, 0.02, -0.63, -0.33, 0.31, 0.09, -0.65, -0.45, -0.52, -0.34, 0.50, -0.71, -0.34, -0.33, -0.66, -0.31, 0.32, -0.40, -0.56, -0.45, -0.53, -0.22, 0.41, -0.45, -0.57, -0.49, -0.67, 0.08, 0.36, 0.68, 0.12, 0.37, 0.37, 0.38, 0.35, 0.38, 0.35, 0.37, 0.35, 0.28, 0.36, 0.37, 0.37, 0.36, 0.26, 0.37, 0.39, 0.39, 0.40, 0.25, -0.32, 0.83, -0.54, -0.56, -0.46, -0.41, -0.48, 0.10, 0.35, 0.35, 0.36, 0.37]}

=====

Which formula does entry 2 have? C41H42P2SSn